Model i:
Density functional theory data (wB97M-V/def2-TZVPD) for an isolated molecule of C3H6O3.

Calculated values
HOMO level = -0.39069 hartree
Structure (SMILES) = O=C(CO)CO
Frontier orbital gap = 0.4161 Eh
Lowest unoccupied orbital energy = 0.690 eV

```
! wB97M-V def2-TZVPD RIJCOSX def2/J DEFGRID3
* xyz 0 1
O 0.23623 -0.17617 -1.50253
C 0.03815 -0.01121 -0.31262
C 1.21052 0.07110 0.64307
O 2.34873 -0.52152 0.09265
C -1.37365 0.10516 0.21451
O -2.31003 0.01590 -0.81235
H 1.36931 1.14160 0.86916
H 0.96133 -0.42155 1.59153
H 2.22213 -0.50023 -0.86985
H -1.46799 1.05670 0.76032
H -1.51234 -0.69837 0.95641
H -1.79875 -0.12690 -1.62657
*
```

Atom charges from the Löwdin analysis, given in e for atoms 1 to 6: atom 1 (O): 0.10, atom 2 (C): -0.33, atom 3 (C): -0.20, atom 4 (O): -0.04, atom 5 (C): -0.21, atom 6 (O): -0.04

=====

Model ii:
Density functional theory data (wB97M-V/def2-TZVPD) for an isolated molecule of C3H6O3.

Calculated values
HOMO level = -0.37060 hartree
Structure (SMILES) = O=C[C@H](O)CO
Frontier orbital gap = 0.3889 Eh
Lowest unoccupied orbital energy = 0.498 eV

```
! wB97M-V def2-TZVPD RIJCOSX def2/J DEFGRID3
* xyz 0 1
O 1.71320 -0.40954 -1.77422
C 1.41759 0.01395 -0.67537
C 0.09096 -0.49956 0.01876
O -0.45794 -1.60179 -0.58136
C -0.85653 0.67153 0.19219
O -1.76692 0.55650 1.23611
H 1.87132 0.97662 -0.08141
H 0.45023 -0.71086 1.03015
H 0.20073 -2.10068 -1.21751
H -1.36943 0.79473 -0.74572
H -0.08388 1.42566 0.42843
H -1.20933 0.88345 2.16996
*
```

Atom charges from the Löwdin analysis, given in e for atoms 1 to 6: atom 1 (O): 0.06, atom 2 (C): -0.18, atom 3 (C): -0.41, atom 4 (O): -0.02, atom 5 (C): -0.28, atom 6 (O): -0.09

=====

Model iii:
Density functional theory data (wB97M-V/def2-TZVPD) for an isolated molecule of C3H6O3.

Calculated values
HOMO level = -0.38067 hartree
Structure (SMILES) = O=COCCO
Frontier orbital gap = 0.4122 Eh
Lowest unoccupied orbital energy = 0.859 eV

```
! wB97M-V def2-TZVPD RIJCOSX def2/J DEFGRID3
* xyz 0 1
O 1.64552 -1.32226 0.27492
C 1.35107 -0.91592 -0.89777
O 0.77063 0.24010 -1.29630
C -0.05733 0.94705 -0.32869
C -1.19933 0.20064 0.41749
O -0.77526 -0.14820 1.72984
H 1.91741 -1.55686 -1.68451
H 0.59865 1.39194 0.45166
H -0.63742 1.78712 -0.79850
H -2.04999 0.86568 0.64618
H -1.49357 -0.70751 -0.15411
H -0.07038 -0.78178 1.63978
*
```

Atom charges from the Löwdin analysis, given in e for atoms 1 to 6: atom 1 (O): 0.00, atom 2 (C): -0.27, atom 3 (O): -0.03, atom 4 (C): -0.13, atom 5 (C): -0.23, atom 6 (O): -0.08

=====

According to the calculations, the structures order from most to least stable as model i, model iii, model ii.

=====

Model i:
Density functional theory data (wB97M-V/def2-TZVPD) for a cluster of 2 separate species, C5H14NO2 in total.

Calculated values
HOMO level = -0.53562 hartree
Frontier orbital gap = 0.4041 Eh
Lowest unoccupied orbital energy = -3.579 eV

```
! wB97M-V def2-TZVPD RIJCOSX def2/J DEFGRID3
* xyz 1 1
O -1.32988 2.47396 0.91406
C -0.53271 1.60177 1.12163
C -0.48929 0.35069 0.26358
C 0.87120 -0.35563 0.43237
C 1.05162 -1.59306 -0.47451
C 2.09955 0.55683 0.31736
N -0.62719 0.83892 -1.16433
H 0.26808 1.60843 1.87617
H -1.28478 -0.43130 0.39675
H 0.97557 -0.68673 1.47616
H 1.50788 -2.45552 0.01389
H 1.71285 -1.35801 -1.30100
H 0.14049 -2.04852 -0.89188
H 2.68146 0.65963 1.24659
H 1.85408 1.58062 -0.00041
H 2.84771 0.09970 -0.34118
H -0.76529 0.10080 -1.86146
H -1.38688 1.52753 -1.07917
H 0.21799 1.26552 -1.56481
H -3.73529 -0.68672 0.56499
H -3.15167 -1.96017 -0.12987
O -2.92550 -1.08873 0.18506
*
```

Atom charges from the Löwdin analysis, given in e for atoms 1 to 6: atom 1 (O): 0.12, atom 2 (C): -0.18, atom 3 (C): -0.23, atom 4 (C): -0.37, atom 5 (C): -0.05, atom 6 (C): -0.07

=====

Model ii:
Density functional theory data (wB97M-V/def2-TZVPD) for the ion C5H14NO2 with charge +1.

Calculated values
HOMO level = -0.53669 hartree
Structure (SMILES) = C[NH2+]C(C)(OC)OC
Frontier orbital gap = 0.4191 Eh
Lowest unoccupied orbital energy = -3.201 eV

```
! wB97M-V def2-TZVPD RIJCOSX def2/J DEFGRID3
* xyz 1 1
C 1.00569 -2.03495 -0.93077
N -0.35110 -1.31876 -0.55296
C -0.11705 0.10600 -0.02581
C 0.28523 0.84533 -1.55019
O 0.84941 0.07913 0.90033
C 0.77266 -0.03845 2.27162
O -1.30434 0.54963 0.43130
C -1.68749 1.93097 0.40862
H 1.77057 -1.56938 -0.28643
H 0.95397 -3.14732 -0.65794
H 1.25942 -1.85456 -1.92123
H -1.00524 -1.19189 -1.42369
H -0.85088 -1.92645 0.26622
H 0.43974 1.83555 -1.40468
H 1.18197 0.44234 -1.88041
H -0.67125 0.68566 -2.05943
H 1.85708 0.20741 2.42082
H 0.54184 -1.05607 2.63191
H 0.19328 0.79068 2.83446
H -0.82122 2.69916 0.07957
H -2.14703 2.35484 1.28923
H -2.32286 1.99293 -0.43979
*
```

Atom charges from the Löwdin analysis, given in e for atoms 1 to 6: atom 1 (C): 0.04, atom 2 (N): 0.08, atom 3 (C): -0.57, atom 4 (C): 0.10, atom 5 (O): -0.10, atom 6 (C): -0.06

=====

Model iii:
Density functional theory data (wB97M-V/def2-TZVPD) for a cluster of 2 separate species, C5H14NO2 in total.

Calculated values
HOMO level (spin up / spin down) = -0.44101 / -0.45739 hartree
Frontier orbital gap (spin up / spin down) = 0.3010 / 0.3412 Eh
Lowest unoccupied orbital energy (spin up / spin down) = -3.811 / -3.161 eV

```
! wB97M-V def2-TZVPD RIJCOSX def2/J DEFGRID3
* xyz 1 1
C 0.49522 -1.57750 1.23243
C -0.88979 -1.07449 -1.51484
C -1.38874 1.24504 1.11479
C 1.11220 -0.81477 0.03278
C 0.09604 -0.15860 -0.81192
N 0.49532 1.15957 -1.19442
O -1.66221 2.33326 0.28459
O 1.98438 0.29755 0.51452
H -0.27914 -2.29811 0.83755
H 0.11690 -0.86004 1.93041
H 1.30417 -2.26628 1.75743
H -0.41186 -1.64076 -2.27805
H -1.36046 -1.66161 -0.74975
H -1.72420 -0.50892 -1.96249
H -2.15025 0.49973 0.99557
H -0.71126 1.31457 1.94135
H 1.70717 -1.49651 -0.53467
H 1.33008 1.37292 -0.39917
H -0.24184 1.93016 -1.01204
H 1.01024 1.17680 -2.03382
H -1.38703 3.21996 0.70644
H 2.55506 -0.19196 1.14333
*
```

Atom charges from the Löwdin analysis, given in e for atoms 1 to 6: atom 1 (C): -0.02, atom 2 (C): 0.00, atom 3 (C): -0.01, atom 4 (C): -0.35, atom 5 (C): -0.26, atom 6 (N): 0.17

=====

According to the calculations, the structures order from most to least stable as model i, model ii, model iii.

=====

Model i:
Density functional theory data (wB97M-V/def2-TZVPD) for the ion C5H14NO2 with charge +1.

Calculated values
HOMO level = -0.54093 hartree
Structure (SMILES) = [NH3+][C@@H](CO)CCCO
Frontier orbital gap = 0.4325 Eh
Lowest unoccupied orbital energy = -2.950 eV

```
! wB97M-V def2-TZVPD RIJCOSX def2/J DEFGRID3
* xyz 1 1
N -1.24737 -0.00469 -0.79890
C -0.14861 0.72652 -0.08952
C -0.55097 2.19685 0.05018
O -1.36630 2.58832 -1.05324
C 0.17029 0.06074 1.21967
C 0.39558 -1.45443 1.13468
C 1.36024 -1.86565 0.04926
O 0.65887 -1.75546 -1.21359
H -0.81059 -0.85472 -1.20445
H -1.68388 0.55584 -1.52373
H -2.00563 -0.26849 -0.18032
H 0.69942 0.65238 -0.77240
H -1.14292 2.35338 0.95708
H 0.34095 2.82129 0.06921
H -0.85624 3.10009 -1.69285
H -0.53497 0.24948 2.03744
H 1.06099 0.51491 1.59528
H 0.82741 -1.73136 2.09289
H -0.51798 -2.03166 1.01916
H 1.77316 -2.86605 0.18852
H 2.25997 -1.22334 0.03100
H 1.31861 -1.76394 -1.91537
*
```

Atom charges from the Löwdin analysis, given in e for atoms 1 to 6: atom 1 (N): 0.22, atom 2 (C): -0.28, atom 3 (C): -0.17, atom 4 (O): -0.05, atom 5 (C): -0.15, atom 6 (C): -0.16

=====

Model ii:
Density functional theory data (wB97M-V/def2-TZVPD) for a cluster of 2 separate species, C5H14NO2 in total.

Calculated values
HOMO level = -0.48905 hartree
Frontier orbital gap = 0.3557 Eh
Lowest unoccupied orbital energy = -3.629 eV

```
! wB97M-V def2-TZVPD RIJCOSX def2/J DEFGRID3
* xyz 1 1
C -0.34867 0.62005 -0.55978
O -0.25381 1.72622 0.27735
C -0.37837 -0.77196 0.25385
C 1.01001 -1.05075 0.76838
C 1.76745 -0.24576 1.87003
C 2.80620 -0.64564 2.57983
N -1.39216 -0.74861 1.32820
H -1.34327 0.56531 -1.00798
H 0.46752 0.40524 -1.29679
H 0.70312 1.86655 0.35107
H -0.72549 -1.65099 -0.31925
H 1.79220 -0.99307 -0.01578
H 1.06205 -2.11467 1.05859
H 1.17712 0.60909 2.17670
H 3.31956 -1.59753 2.65815
H 3.46422 0.15954 2.94216
H -1.49313 -1.66678 1.75975
H -1.06668 -0.04009 2.03959
H -2.14868 -0.12014 1.04203
H -2.49066 2.59839 -6.28067
H -2.81255 1.10369 -5.73266
O -3.11597 1.99193 -5.89276
*
```

Atom charges from the Löwdin analysis, given in e for atoms 1 to 6: atom 1 (C): -0.20, atom 2 (O): -0.02, atom 3 (C): -0.29, atom 4 (C): -0.17, atom 5 (C): -0.18, atom 6 (C): 0.02

=====

According to the calculations, the structures order from most to least stable as model i, model ii.

=====

Model i:
Density functional theory data (wB97M-V/def2-TZVPD) for a cluster of 2 separate species, C2H3Cl3S in total.

Calculated values
HOMO level = -0.32804 hartree
Structure (SMILES) = ClC(Cl)Cl.C=S
Frontier orbital gap = 0.3101 Eh
Lowest unoccupied orbital energy = -0.489 eV

```
! wB97M-V def2-TZVPD RIJCOSX def2/J DEFGRID3
* xyz 0 1
Cl -4.07587 -0.87792 -0.31564
C -2.44316 -0.55076 0.26155
Cl -1.89351 0.97197 -0.43210
Cl -2.59495 -0.52958 2.01944
H -1.81022 -1.39729 0.00043
C 3.25101 0.71857 -0.41917
S 2.44778 -0.47204 -1.11389
H 3.74344 0.34937 0.55231
H 3.37546 1.78768 -0.55294
*
```

Atom charges from the Löwdin analysis, given in e for atoms 1 to 6: atom 1 (Cl): 0.50, atom 2 (C): -1.55, atom 3 (Cl): 0.52, atom 4 (Cl): 0.51, atom 5 (H): 0.02, atom 6 (C): -0.61

=====

Model ii:
Density functional theory data (wB97M-V/def2-TZVPD) for a cluster of 2 separate species, C2H3Cl3S in total.

Calculated values
HOMO level = -0.31767 hartree
Frontier orbital gap = 0.3011 Eh
Lowest unoccupied orbital energy = -0.452 eV

```
! wB97M-V def2-TZVPD RIJCOSX def2/J DEFGRID3
* xyz 0 1
C 0.83701 -0.96039 -0.08411
C -0.13543 1.14865 -0.00351
S -1.69709 0.59918 0.66151
Cl 0.34388 -1.67191 1.32987
Cl 0.91172 2.07949 0.98790
Cl -2.18170 -0.85611 -0.66834
H 1.84297 -0.55158 -0.32446
H 0.46615 -1.56380 -0.95959
H -0.38752 1.77648 -0.93927
*
```

Atom charges from the Löwdin analysis, given in e for atoms 1 to 6: atom 1 (C): -0.65, atom 2 (C): -1.09, atom 3 (S): 0.33, atom 4 (Cl): 0.60, atom 5 (Cl): 0.56, atom 6 (Cl): 0.15

=====

According to the calculations, the structures order from most to least stable as model i, model ii.